{"formula": "C9H19Cl16NO2", "method": "wB97M-V/def2-TZVPD", "orbital_gap_ev": 10.84, "smiles": "C[N+](=O)[O-].ClCCl.ClCCl.ClCCl.ClCCl.ClCCl.ClCCl.ClCCl.ClCCl", "charge": 0, "de_lowest_ev": 0.0000, "species": ["Cl", "Cl", "Cl", "Cl", "Cl", "Cl", "Cl", "Cl", "Cl", "Cl", "Cl", "Cl", "Cl", "Cl", "Cl", "Cl", "O", "O", "N", "C", "C", "C", "C", "C", "C", "C", "C", "C", "H", "H", "H", "H", "H", "H", "H", "H", "H", "H", "H", "H", "H", "H", "H", "H", "H", "H", "H"], "positions_angstrom": [[2.10975, 4.11481, 8.85580], [-4.64109, 1.30362, 7.83815], [-0.49926, 4.97953, -8.98398], [6.90019, 4.99462, 2.86823], [8.35757, 2.97459, 1.22031], [-5.61574, -0.65237, -4.51669], [-1.07135, -4.83185, -3.63579], [-6.76132, 2.00737, 6.00811], [0.61568, 5.16280, 6.49229], [0.39010, -5.00921, 3.30397], [-0.89448, 3.13260, -6.81191], [-7.66158, 1.36728, -4.91110], [-1.82365, 0.41125, 0.52481], [-2.24994, -7.37783, -2.98741], [-1.52515, -4.16344, 5.24571], [0.76529, 1.84868, 0.96956], [5.90453, -2.36964, -3.80796], [4.90918, -0.90537, -2.60934], [5.63259, -1.92321, -2.71651], [-6.48551, 0.68336, -3.77599], [-5.24858, 1.05094, 6.18077], [-1.36089, -4.99688, 3.70087], [-0.17156, 0.68809, 0.01150], [5.99633, -2.71848, -1.47870], [-2.02853, -6.21952, -4.21972], [-1.69147, 3.99248, -8.13347], [6.96442, 4.05133, 1.34690], [1.55250, 3.80343, 7.19770], [-4.48122, 1.36533, 5.47337], [-5.73925, 1.40718, -3.44849], [-2.56738, 4.52682, -7.76556], [-0.02314, 1.01523, -1.01760], [0.35951, -0.25658, 0.12845], [2.39188, 3.49961, 6.57222], [-2.95535, -5.79105, -4.60119], [6.09049, 3.40705, 1.25072], [5.69755, -2.04433, -0.67599], [-7.00916, 0.39717, -2.86386], [-1.49526, -6.73478, -5.01861], [-2.04831, 3.21869, -8.81318], [5.40643, -3.63128, -1.39546], [7.06533, -2.93055, -1.45959], [-1.85432, -4.39562, 2.93724], [7.00558, 4.67809, 0.45607], [0.90633, 2.92575, 7.21342], [-5.42235, -0.02250, 6.10572], [-1.69518, -6.03335, 3.74643]]}



{"formula": "C9H19Cl2EuI2O3P2", "method": "wB97M-V/def2-TZVPD", "orbital_gap_ev": [7.64, 4.60], "s2": 12.39, "charge": 2, "spin_multiplicity": 7, "de_lowest_ev": 4.0746, "species": ["Eu", "I", "I", "Cl", "Cl", "P", "P", "O", "O", "O", "C", "C", "C", "C", "C", "C", "C", "C", "C", "H", "H", "H", "H", "H", "H", "H", "H", "H", "H", "H", "H", "H", "H", "H", "H", "H", "H", "H"], "positions_angstrom": [[-0.85579, 1.06651, 0.43401], [0.44920, 4.02559, -2.11988], [-2.71128, 3.18350, 1.45527], [-0.48670, -4.16984, 0.19499], [1.43245, -3.38385, 2.04892], [1.73275, 1.27186, 1.54906], [-1.84293, -0.19165, -1.89781], [-1.31205, -1.00651, 1.78530], [1.94857, 1.04512, -2.47614], [0.23711, -1.03581, 0.19512], [1.39394, 0.71476, 3.25760], [-0.84877, -1.49280, -2.71942], [2.58027, 2.84314, 1.73843], [1.11188, 1.47208, -1.78596], [-0.41887, -1.61518, 1.12162], [-2.58823, 0.72203, -3.24923], [-3.21277, -1.16995, -1.18160], [-0.23435, -3.06581, 1.53647], [3.04434, 0.10323, 1.03212], [2.31488, 0.76948, 3.84898], [-2.83378, -1.92862, -0.47920], [0.63372, 1.32921, 3.76502], [1.06698, -0.33651, 3.27506], [1.85852, 3.61170, 2.05347], [3.09152, 3.11507, 0.80026], [3.48649, 0.41870, 0.06971], [-3.20285, -0.01691, -3.76869], [3.84501, 0.04130, 1.78982], [-0.93987, -3.18840, 2.32857], [2.57451, -0.88848, 0.91196], [-3.95616, -0.54637, -0.66069], [-3.21229, 1.53127, -2.84229], [-1.80762, 1.10266, -3.92755], [3.31752, 2.65782, 2.52405], [-1.48346, -2.14336, -3.34662], [-0.06588, -1.03815, -3.35341], [-3.73244, -1.71021, -1.98083], [-0.37355, -2.09662, -1.92647]]}



{"formula": "C9H19ClFNO2P2PbS", "method": "wB97M-V/def2-TZVPD", "orbital_gap_ev": 3.21, "charge": 2, "species": ["Pb", "Cl", "S", "P", "P", "F", "O", "O", "N", "C", "C", "C", "C", "C", "C", "C", "C", "C", "H", "H", "H", "H", "H", "H", "H", "H", "H", "H", "H", "H", "H", "H", "H", "H", "H", "H", "H"], "positions_angstrom": [[-0.63255, -3.40063, 1.17339], [3.03673, 1.12586, 1.25985], [0.19247, 3.01809, -3.10642], [1.74172, 2.50061, 0.13613], [0.26814, 3.70128, -1.28024], [1.64091, 1.35304, -0.93504], [-0.67627, -4.84335, -1.04072], [-0.83264, -2.58153, -1.15865], [2.97493, 3.61580, 0.00920], [-3.36465, -2.86762, -2.37399], [0.58610, 2.63677, 1.53523], [-1.37264, -3.89601, -1.35265], [0.03004, -1.09971, 1.54304], [0.07507, 0.21659, 2.31289], [0.55388, -2.46738, -0.72793], [-0.40916, 1.45789, 1.53858], [-2.74928, -3.90699, -1.78018], [0.62940, -1.10364, 0.06678], [1.27874, -2.50345, -1.53442], [0.02814, -0.42629, -0.53161], [0.90005, -3.25926, 0.01410], [-2.86467, -2.23645, -3.09999], [-1.30698, 1.81614, 2.03216], [-3.27763, -4.84111, -1.62689], [1.66968, -0.78917, 0.10226], [-1.06624, -1.40645, 1.39419], [-0.56911, 0.09493, 3.18194], [0.73071, 5.02965, -1.25521], [1.08520, 0.32400, 2.69758], [0.63414, -1.90643, 2.07988], [-0.68940, 1.22369, 0.51069], [3.42686, 3.55240, -0.90128], [-4.40583, -2.64527, -2.18368], [-1.01701, 3.67871, -0.69978], [2.63245, 4.56539, 0.12723], [1.11225, 2.72396, 2.48400], [0.00646, 3.54594, 1.38956]]}



{"formula": "C9H19ClNO3", "method": "wB97M-V/def2-TZVPD", "orbital_gap_ev": 11.26, "charge": 1, "de_lowest_ev": 0.0000, "species": ["Cl", "O", "O", "O", "N", "C", "C", "C", "C", "C", "C", "C", "C", "C", "H", "H", "H", "H", "H", "H", "H", "H", "H", "H", "H", "H", "H", "H", "H", "H", "H", "H", "H"], "positions_angstrom": [[-0.06670, -3.88818, 2.23882], [0.28674, 0.53592, 0.70638], [-0.82874, 0.98795, -1.27030], [-0.88001, -1.62377, -1.80572], [-0.04922, -1.05125, -0.81523], [-0.20457, 0.31192, -0.48550], [0.86561, 1.84972, 1.06544], [1.64554, 1.54169, 2.37377], [-0.22710, 2.80167, 1.41147], [-0.52014, -1.24058, -3.19445], [-0.42917, -2.40119, 1.32164], [1.80964, 2.29504, -0.05294], [0.42499, -2.13713, 0.09834], [-2.34471, -1.44190, -1.56790], [0.90651, 1.10799, 3.15224], [2.33580, 3.12739, 0.25764], [-2.45518, -1.65802, -0.50580], [-3.00034, -2.23601, -2.15252], [1.47829, -1.94916, 0.27709], [0.45322, -0.90807, -3.07099], [-2.72244, -0.43875, -1.72462], [0.42850, -2.95874, -0.49714], [2.28361, 2.42141, 2.79271], [0.15548, 3.64655, 1.98117], [-0.30376, -1.70222, 2.04780], [-1.42911, -2.36286, 1.04441], [1.15111, 2.32901, -0.97857], [2.21906, 0.61894, 2.12921], [-0.81570, 3.14568, 0.62521], [2.49289, 1.56063, -0.27074], [-1.06301, -0.44371, -3.55422], [-0.88431, 2.34729, 2.15775], [-0.71282, -2.18730, -3.73440]]}



{"formula": "C9H19FNO6P", "method": "wB97M-V/def2-TZVPD", "orbital_gap_ev": 9.95, "smiles": "CO[C@@H](CCF)[C@@](N)(C[C@@H]1CO1)OCP(=O)(O)O", "charge": 0, "de_lowest_ev": 0.0000, "species": ["P", "F", "O", "O", "O", "O", "O", "O", "N", "C", "C", "C", "C", "C", "C", "C", "C", "C", "H", "H", "H", "H", "H", "H", "H", "H", "H", "H", "H", "H", "H", "H", "H", "H", "H", "H", "H"], "positions_angstrom": [[-3.16358, -1.17373, -0.06751], [4.04307, -2.32866, -1.76287], [-0.59624, -1.02236, -0.89881], [-3.57887, -1.21247, 1.49114], [-4.06519, -2.34839, -0.66584], [-0.60834, 3.69854, -1.07252], [-3.32650, 0.16906, -0.64347], [1.86104, -0.80314, 1.22326], [-0.49536, 0.29885, 1.14772], [-0.27999, 2.59807, -0.30430], [0.01800, 0.07484, -0.15919], [2.46377, 0.09458, 2.13632], [-0.19920, 1.30245, -1.05471], [1.53937, -0.23475, -0.03695], [-1.61111, 3.15915, -0.05352], [3.56721, -1.16852, -1.14982], [2.04939, -1.17150, -1.12300], [-1.49316, -1.88294, -0.26383], [2.56104, -0.42946, 3.08645], [1.84804, 0.98726, 2.28055], [0.45486, 2.73792, 0.48991], [1.68290, -2.18439, -0.96022], [0.64497, 1.39776, -1.74228], [-1.61227, -2.73514, -0.93756], [3.98506, -1.12550, -0.14210], [-4.99708, -2.23206, -0.43961], [3.46156, 0.39112, 1.79218], [-3.58302, -0.31773, 1.85066], [-1.12979, 1.17114, -1.60264], [3.94307, -0.32253, -1.73236], [-2.43472, 2.80198, -0.66022], [-1.45306, 0.61578, 1.16489], [-0.29962, -0.44457, 1.80074], [-1.14740, -2.29197, 0.69155], [-1.79551, 4.03248, 0.55653], [2.07042, 0.72218, -0.14971], [1.67625, -0.82333, -2.08885]]}



{"formula": "C9H19INO2P", "method": "wB97M-V/def2-TZVPD", "orbital_gap_ev": 8.56, "smiles": "C#C[PH2](I)CN.CC(C)=O.CC(C)=O", "charge": 0, "species": ["I", "P", "O", "O", "N", "C", "C", "C", "C", "C", "C", "C", "C", "C", "H", "H", "H", "H", "H", "H", "H", "H", "H", "H", "H", "H", "H", "H", "H", "H", "H", "H", "H"], "positions_angstrom": [[1.44792, 0.61230, 0.77472], [2.43321, 1.80296, -1.14316], [-1.73585, -1.68818, -0.00816], [0.06730, -1.86477, 3.75468], [3.89534, 4.11713, -2.02549], [-0.75409, -3.52896, -1.16967], [-1.71131, -1.44147, 5.29052], [-1.81470, -0.73136, 2.81951], [3.25964, 2.82854, -2.56105], [-1.05185, -1.38885, 3.93829], [-0.47327, 3.18415, -2.10751], [0.71385, 2.62742, -1.54257], [-1.48873, -2.21739, -1.09055], [-1.90931, -1.57849, -2.38702], [3.29317, 4.51481, -1.27180], [-1.02896, -1.36247, -2.99750], [-2.42899, -0.63779, -2.17612], [-1.04506, -1.94396, 5.99978], [2.38821, 3.15892, -3.29491], [-1.38486, -4.27956, -1.65256], [2.81900, 0.55121, -1.80887], [-1.33582, 3.46277, -2.88463], [3.36995, 2.46073, -0.22173], [-2.59158, -2.24217, -2.92417], [3.84955, 4.83190, -2.81267], [0.17777, -3.39979, -1.72597], [4.08263, 2.17472, -3.10739], [-2.01182, 0.31441, 3.06856], [-2.64473, -2.00644, 5.22685], [-1.90381, -0.42737, 5.64969], [-2.75267, -1.26467, 2.64581], [-0.51361, -3.87172, -0.15769], [-1.21653, -0.76658, 1.90278]]}



Record-wise electronic energy values, in Eh: -7922.45900 -3488.19343 -2392.61460 -1094.59569 -1301.76939 -1198.35573